# 1
{
  "formula": "C6H11FN2S2",
  "method": "ωB97M-V/def2-TZVPD",
  "orbital_gap_ha": 0.224,
  "charge": 0,
  "e_homo_ev": -6.288,
  "elements": ["S", "C", "C", "C", "C", "N", "C", "C", "S", "N", "H", "H", "H", "H", "H", "H", "H", "H", "H", "H", "H", "F"],
  "positions_angstrom": [[-1.099618, 3.295521, -0.254492], [-1.528676, 1.559266, -0.083468], [-0.910689, 0.973689, 1.183073], [-1.100552, -0.558221, 1.246451], [0.063200, -1.079164, 0.442713], [1.111339, -1.667429, 0.969677], [2.060793, -2.013214, -0.004507], [1.491661, -1.575410, -1.142079], [2.058937, -1.584239, -2.819232], [0.255779, -1.017302, -0.871819], [-0.149383, 3.526839, 0.676326], [-1.180282, 1.080196, -1.009168], [-2.626758, 1.527440, -0.014956], [-1.351954, 1.464302, 2.060008], [0.166924, 1.202220, 1.199108], [-0.930324, -0.889369, 2.281086], [-2.068733, -0.910743, 0.878828], [1.285212, -1.867411, 1.942544], [3.015283, -2.504687, 0.098137], [1.482545, -0.435016, -3.267530], [-0.382835, -0.620760, -1.550042], [0.338134, 2.093495, -1.960657]],
  "forces_ev_per_angstrom": [[-0.8, 1.4, 0.4], [0.1, 0.2, 0.5], [-0.5, 0.3, -0.1], [1.4, 0.3, 0.1], [-1.7, -0.1, 0.2], [1.9, -1.1, 0.6], [-0.9, 0.6, -0.5], [0.0, 0.8, -2.4], [0.1, -0.3, 0.1], [0.4, -0.6, 0.9], [-0.2, -0.7, -0.1], [0.1, 0.3, 0.3], [0.3, -0.1, 0.0], [0.0, -0.2, -0.2], [-0.3, -0.1, 0.0], [-0.3, -0.1, -0.3], [0.2, 0.1, 0.0], [-0.5, 0.2, 0.0], [-0.2, 0.2, 0.5], [0.1, 0.0, 0.6], [0.3, 0.4, 0.0], [0.6, -1.5, -0.6]],
  "lowdin_charge": [0.7131, -0.5964, -0.2742, -0.0786, -0.2643, 0.1385, -0.0381, -0.6122, 0.8188, 0.1679, -0.1405, 0.0189, 0.0707, 0.1117, 0.1133, 0.1197, 0.1315, 0.1779, 0.1308, -0.0990, 0.1610, -0.7704]
}

=====

# 2
{
  "formula": "C13H18F5MnO9S",
  "method": "ωB97M-V/def2-TZVPD",
  "orbital_gap_ha": [0.248, 0.302],
  "spin_multiplicity": 6,
  "charge": -1,
  "e_homo_ev": [-4.034, -5.521],
  "elements": ["Mn", "F", "F", "C", "F", "F", "F", "S", "O", "O", "O", "O", "C", "O", "C", "C", "C", "H", "H", "H", "H", "H", "H", "O", "C", "O", "C", "C", "C", "H", "H", "H", "H", "H", "H", "O", "C", "O", "C", "C", "C", "H", "H", "H", "H", "H", "H"],
  "positions_angstrom": [[0.098517, -0.870529, 0.728924], [0.732347, -1.544520, 2.599547], [-1.707717, -1.815086, 0.567885], [3.962535, 1.074076, 1.705804], [3.814034, 0.242583, 2.735588], [4.702578, 2.110219, 2.125523], [4.639933, 0.441954, 0.735761], [2.326388, 1.672110, 1.013405], [1.713825, 2.396636, 2.111999], [2.780361, 2.463709, -0.110201], [1.626787, 0.442812, 0.644061], [1.464076, -2.195189, -0.311903], [2.062358, -2.825949, -1.121037], [1.452534, -3.455409, -2.152979], [2.382006, -4.058604, -3.032959], [3.723325, -4.107880, -2.229684], [3.568866, -2.924553, -1.285486], [2.477277, -3.401890, -3.899250], [2.140653, -5.075652, -3.325814], [4.613414, -4.100004, -2.851658], [3.653658, -5.048843, -1.681309], [3.992567, -1.999789, -1.668425], [3.997306, -3.153872, -0.310210], [-0.982061, 0.754008, 1.675258], [-1.656577, 1.504685, 2.308941], [-2.820957, 2.002995, 1.837498], [-3.139227, 3.235432, 2.495232], [-2.163072, 3.378379, 3.679158], [-1.275442, 2.135425, 3.624755], [-4.157515, 3.212367, 2.885713], [-3.097050, 4.056602, 1.781396], [-2.746983, 3.311404, 4.600008], [-1.644845, 4.333542, 3.681621], [-1.450607, 1.452325, 4.450193], [-0.216518, 2.382733, 3.559186], [-0.490973, -0.262151, -1.519080], [-1.561855, -0.016316, -1.986069], [-1.858924, -0.189550, -3.282006], [-3.256461, -0.011664, -3.483124], [-3.737053, 0.899129, -2.340693], [-2.758193, 0.516120, -1.219201], [-3.789322, -0.959346, -3.353325], [-3.405503, 0.382472, -4.484807], [-4.787451, 0.679892, -2.161852], [-3.593955, 1.953010, -2.591537], [-3.161910, -0.306874, -0.622713], [-2.465187, 1.289056, -0.522123]],
  "forces_ev_per_angstrom": [[-1.2, -1.7, 1.6], [-0.2, 0.2, -0.8], [0.3, 0.3, -0.3], [-0.9, 0.0, -0.1], [0.1, 0.0, -0.1], [0.1, 0.0, -0.1], [0.2, -0.1, 0.1], [0.2, 0.4, 0.3], [0.2, -0.2, -0.3], [-0.2, -0.2, 0.2], [1.3, 1.1, -0.3], [0.1, -0.5, 0.0], [0.5, 0.8, -0.9], [-0.6, -0.6, 0.3], [1.8, 0.5, 0.0], [-1.1, 0.0, -0.3], [0.1, -1.1, 0.5], [-0.1, -0.2, -0.2], [-0.7, 0.1, 0.0], [0.0, 0.0, -0.1], [0.4, 0.1, 0.2], [-0.2, 0.2, 0.0], [0.1, 0.4, 0.0], [-0.8, 0.2, 0.0], [1.0, 0.0, 0.2], [-0.3, 0.4, -0.2], [-0.2, 0.1, 0.5], [-0.6, -0.3, 0.7], [0.2, 0.7, -0.6], [-0.1, -0.3, -0.3], [0.3, -0.1, -0.1], [0.0, 0.4, 0.0], [0.2, -0.1, -0.1], [0.1, -0.1, -0.1], [0.1, -0.3, 0.1], [0.7, 0.0, -0.5], [-0.5, 0.3, 1.4], [0.2, -0.3, -0.5], [-0.5, 0.3, 0.5], [0.6, 0.2, -0.2], [-0.7, -0.6, -0.6], [0.3, -0.2, -0.3], [0.0, 0.0, 0.0], [0.0, 0.2, 0.3], [-0.2, 0.0, -0.1], [0.4, -0.1, 0.1], [0.0, 0.2, -0.1]],
  "lowdin_charge": [0.8282, -0.6126, -0.5678, -0.6581, 0.1349, 0.1102, 0.1053, 0.5233, -0.3092, -0.3120, -0.3736, 0.1049, -0.4189, 0.0482, -0.1608, -0.1477, -0.0592, 0.1229, 0.1166, 0.1077, 0.1116, 0.1353, 0.1317, 0.0868, -0.4229, 0.0259, -0.1489, -0.1403, -0.0443, 0.1137, 0.1185, 0.1027, 0.1104, 0.1341, 0.1109, 0.0990, -0.4581, 0.0415, -0.1672, -0.1458, -0.0655, 0.1256, 0.1185, 0.1066, 0.1090, 0.1242, 0.1050]
}

=====

# 3
{
  "formula": "C47H47BGeN7PdS2",
  "method": "ωB97M-V/def2-TZVPD",
  "orbital_gap_ha": [0.170, 0.170],
  "charge": -1,
  "e_homo_ev": [-3.480, -3.478],
  "elements": ["Pd", "N", "C", "C", "C", "C", "C", "C", "N", "C", "C", "C", "S", "C", "N", "H", "H", "H", "H", "H", "H", "H", "C", "Ge", "C", "C", "C", "C", "C", "C", "C", "C", "C", "C", "C", "C", "C", "C", "C", "C", "C", "C", "H", "H", "H", "H", "H", "H", "H", "H", "H", "H", "H", "H", "H", "H", "H", "C", "C", "C", "C", "C", "C", "N", "C", "C", "C", "C", "C", "C", "H", "H", "H", "H", "H", "H", "H", "H", "H", "H", "C", "N", "C", "C", "S", "N", "C", "C", "H", "H", "H", "H", "H", "H", "H", "H", "H", "H", "H", "H", "B", "C", "N", "H", "H", "H"],
  "positions_angstrom": [[0.898326, 1.006858, 0.107882], [-0.362059, -0.867209, 3.478196], [0.742402, -1.547268, 3.922329], [0.965393, -2.354338, 5.023357], [2.244190, -2.854488, 5.184216], [3.256369, -2.579554, 4.264607], [3.039542, -1.768055, 3.168224], [1.767428, -1.242398, 2.992576], [1.256254, -0.415556, 2.024968], [-0.000114, -0.196152, 2.344174], [-0.935364, 2.007993, 1.983226], [-1.179471, 2.429231, 3.259258], [-0.979674, 4.137093, 3.394390], [-0.622430, 4.172766, 1.699359], [-0.653440, 3.033589, 1.117293], [-1.279214, -0.854522, 3.894455], [0.184252, -2.571069, 5.738470], [2.470556, -3.470932, 6.044246], [4.242219, -2.997071, 4.430220], [3.825009, -1.532166, 2.467501], [-1.427758, 1.851323, 4.127275], [-0.370067, 5.095205, 1.214866], [-0.848921, 0.626182, 1.497571], [-2.494591, -0.286198, 0.915234], [-2.035625, -2.181182, 0.605222], [-3.010903, -3.189048, 0.480550], [-2.598263, -4.514116, 0.301708], [-1.288179, -4.863935, 0.175071], [-0.192275, -3.860926, 0.243457], [-0.721372, -2.506688, 0.540210], [-3.263324, 0.637949, -0.661616], [-3.420701, 2.015767, -0.675306], [-3.920900, 2.659271, -1.792870], [-4.255301, 1.933537, -2.923412], [-4.080351, 0.561184, -2.928195], [-3.593155, -0.080036, -1.802720], [-3.916327, -0.362090, 2.331055], [-4.863431, 0.637829, 2.507018], [-5.840914, 0.518333, 3.481252], [-5.866239, -0.585907, 4.316229], [-4.916661, -1.581331, 4.162188], [-3.958236, -1.466909, 3.173109], [-4.060699, -2.939963, 0.554292], [-3.356677, -5.285909, 0.261551], [-1.018366, -5.901652, 0.033931], [0.533591, -4.146502, 1.024257], [0.018240, -1.732851, 0.658820], [-3.127342, 2.588962, 0.193992], [-4.020529, 3.735399, -1.798372], [-4.626514, 2.435697, -3.807870], [-4.304154, -0.008877, -3.820584], [-3.446740, -1.151876, -1.801928], [-4.836924, 1.504078, 1.859037], [-6.593757, 1.286267, 3.592013], [-6.625502, -0.680634, 5.081780], [-4.923270, -2.438998, 4.821466], [-3.248524, -2.270121, 3.019940], [-0.084750, -4.295504, -2.252128], [0.714148, -3.756708, -1.118940], [1.066359, -2.331182, -1.339439], [0.178988, -1.483360, -1.989403], [-0.832949, -2.075686, -2.791932], [-0.859710, -3.460597, -2.988910], [0.283901, -0.140678, -1.771995], [-0.267828, 0.805369, -2.577459], [-0.479702, 2.066821, -1.982558], [-1.002239, 3.122667, -2.684047], [-1.367404, 2.966330, -4.016121], [-1.140410, 1.746295, -4.630337], [-0.574965, 0.688152, -3.947000], [-0.099729, -5.363937, -2.408243], [1.601208, -4.372349, -0.934054], [1.877476, -1.888995, -0.765055], [-1.590650, -1.455233, -3.237190], [-1.520953, -3.873992, -3.742165], [-0.184342, 2.159530, -0.915564], [-1.121807, 4.076238, -2.190651], [-1.827051, 3.782088, -4.557153], [-1.399015, 1.616567, -5.673667], [-0.358047, -0.231169, -4.474646], [4.907310, 1.568210, -0.087053], [5.018173, 1.420478, -1.524718], [6.176365, 2.102715, -2.076093], [3.839429, 1.549744, -2.241202], [2.495314, 2.313128, -1.626595], [3.871092, 1.062906, -3.510673], [4.787020, 0.021063, -3.907974], [2.761144, 1.256327, -4.408680], [5.781688, 1.111913, 0.376499], [4.006094, 1.057032, 0.262064], [4.842310, 2.615993, 0.221324], [6.174085, 3.159814, -1.783581], [6.172704, 2.050436, -3.161805], [7.085651, 1.635108, -1.696833], [5.429150, -0.244140, -3.073297], [5.400424, 0.348911, -4.753333], [4.221677, -0.864588, -4.212821], [2.178892, 2.119204, -4.088696], [2.102413, 0.382366, -4.419388], [3.149610, 1.424351, -5.416864], [3.688304, 3.195665, 3.443923], [2.757616, 2.604600, 2.352930], [2.062475, 2.201114, 1.520218], [4.797468, 2.744080, 3.282529], [3.240102, 2.881284, 4.521937], [3.683449, 4.393629, 3.297672]],
  "forces_ev_per_angstrom": [[0.5, -0.8, -1.0], [-0.3, 0.1, 0.1], [0.6, -0.1, 0.0], [0.0, 0.0, 0.2], [-0.1, -0.2, 0.1], [0.3, 0.0, 0.0], [0.0, 0.0, -0.1], [-0.7, -0.2, 0.6], [0.0, -0.6, 0.7], [0.8, -0.5, 0.4], [-0.4, 0.7, 0.7], [0.1, 0.4, 0.0], [0.1, -0.4, -0.4], [-0.2, 0.2, 0.8], [-0.3, 0.3, -0.4], [0.0, 0.0, 0.0], [-0.1, 0.0, 0.1], [0.0, 0.0, 0.0], [0.0, 0.0, 0.0], [0.1, 0.0, -0.1], [0.0, -0.2, 0.1], [0.0, 0.2, -0.2], [1.0, 0.0, -1.2], [-0.4, -0.1, -0.5], [-1.0, 0.3, 0.1], [0.1, 0.4, 0.1], [-0.3, 0.0, -0.3], [0.9, 0.6, 1.0], [-3.3, 0.2, 2.9], [0.4, -1.2, 0.1], [0.3, -0.5, 0.6], [-0.1, 0.1, 0.3], [-0.2, 0.1, 0.0], [-0.1, 0.0, 0.0], [-0.1, -0.1, -0.1], [0.0, -0.2, 0.2], [0.7, 0.1, -0.4], [0.0, 0.1, -0.1], [-0.2, 0.2, 0.0], [-0.1, -0.1, 0.1], [-0.1, 0.0, 0.2], [0.2, -0.2, -0.1], [-0.1, -0.1, 0.0], [0.0, -0.1, -0.1], [0.0, -0.1, 0.0], [0.3, 0.1, -0.8], [0.0, 0.0, -0.2], [0.0, 0.2, 0.0], [0.0, 0.1, 0.0], [0.0, 0.0, 0.0], [0.0, 0.0, 0.0], [0.0, -0.2, -0.1], [-0.1, 0.1, 0.0], [0.0, 0.1, 0.0], [0.0, 0.0, 0.0], [0.0, -0.1, 0.0], [0.1, -0.1, 0.1], [1.1, 0.5, 0.4], [1.9, 1.0, -4.1], [0.5, -1.3, -0.3], [0.1, -0.4, -0.1], [0.2, 0.1, 0.8], [-0.1, -0.4, -0.1], [0.4, 0.9, 1.5], [-0.5, 0.6, -0.3], [-0.2, 0.0, -0.1], [0.2, -0.1, -0.1], [0.0, 0.1, -0.2], [0.0, 0.3, -0.2], [0.1, -0.3, 0.3], [-0.2, -0.1, 0.1], [-0.3, 0.1, 0.2], [-0.2, 0.0, 0.1], [0.0, 0.1, -0.2], [-0.1, 0.0, 0.0], [-0.9, 0.6, -1.2], [-0.1, 0.1, 0.1], [0.0, 0.1, -0.1], [0.0, 0.0, -0.1], [-0.1, 0.0, 0.0], [-0.2, -0.1, 0.3], [-0.4, 0.0, -0.2], [0.1, -0.1, -0.1], [0.4, -0.4, -0.4], [-0.3, 0.2, 0.4], [0.0, 0.1, 0.8], [0.3, -0.1, -0.1], [-0.3, 0.2, -0.3], [0.1, 0.0, 0.0], [0.3, 0.1, 0.0], [-0.1, 0.0, 0.0], [0.0, 0.0, 0.0], [0.1, 0.0, 0.0], [0.1, 0.0, 0.0], [0.0, 0.0, 0.0], [0.0, -0.1, 0.0], [0.0, 0.0, 0.0], [0.0, -0.1, -0.1], [0.0, 0.1, 0.0], [0.0, 0.0, 0.0], [0.2, 0.1, 0.3], [-0.7, -0.3, -0.8], [-0.2, -0.1, 0.4], [0.2, -0.1, 0.0], [0.0, 0.0, 0.1], [0.0, 0.2, 0.0]],
  "lowdin_charge": [0.7262, 0.1909, -0.1848, -0.0318, -0.1154, -0.1096, -0.0131, -0.2105, 0.0988, -0.4301, -0.4698, -0.3547, 0.9854, -0.4593, -0.0115, 0.1463, 0.1027, 0.0921, 0.0936, 0.1071, 0.0647, 0.0720, -0.2719, 1.0813, -0.2722, -0.1315, -0.1185, -0.0791, -0.2036, -0.0762, -0.2514, -0.1238, -0.1009, -0.0997, -0.0872, -0.1113, -0.2456, -0.0996, -0.0956, -0.1050, -0.0963, -0.1364, 0.0915, 0.0943, 0.0988, 0.1561, 0.0672, 0.0917, 0.1039, 0.1016, 0.1019, 0.0885, 0.0925, 0.0972, 0.0957, 0.0982, 0.0901, -0.0823, -0.2284, -0.0340, -0.3274, -0.0053, -0.0884, 0.0201, -0.3526, -0.1619, -0.1152, -0.1384, -0.1238, -0.0814, 0.1016, 0.1373, 0.1061, 0.0850, 0.1001, 0.0076, 0.1047, 0.0881, 0.0928, 0.0968, -0.1150, -0.2397, -0.0650, -0.7049, 0.8118, -0.2032, -0.0591, -0.0791, 0.0902, 0.0480, 0.0856, 0.0964, 0.0755, 0.0892, 0.0857, 0.0882, 0.0945, 0.0517, 0.0886, 0.0907, -0.4560, -0.2296, 0.0479, -0.0119, -0.0075, -0.0079]
}

=====

The records above yield relative energy (zero: lowest compared OMol25 entry of this formula, charge and spin) values of 57.9, 0.0, 664.9 kJ/mol, respectively.